1.
14
Properties=species:S:1:pos:R:3:forces:R:3 method="wB97M-V/def2-TZVPD" e_lumo_ha=0.109 max_force_ev_per_a=4.17 energy_ev=-19145.0002 de_lowest_kcal_mol=6.3 total_charge=-1 homo_lumo_gap_ev=7.91
H 2.92217 -0.16908 -1.33036 0.06 -0.04 0.36
O -0.95662 0.14523 -2.19272 0.41 -0.05 1.28
C -0.76493 0.24711 -0.97595 -0.15 -0.61 -0.97
H 1.90162 1.15249 -0.82157 -0.10 -0.20 0.26
C 2.53172 0.33925 -0.43869 0.30 0.39 -0.18
C -0.38414 -1.04753 -0.21140 -1.43 -3.04 -2.48
C 1.79668 -0.63261 0.46051 -1.81 -1.33 -0.76
O 0.89896 -0.15575 1.34169 1.70 -0.22 1.02
O -1.28191 -1.87829 -0.04286 1.45 1.72 0.59
Tl -0.10681 1.70830 1.55936 0.44 2.19 3.16
H 3.36013 0.77994 0.13379 -0.09 -0.02 -0.21
O 0.89791 -1.50855 -0.37875 0.62 0.36 0.28
O -0.91265 1.29085 -0.27458 -1.40 0.56 -2.32
H 2.49469 -1.37473 0.89264 -0.01 0.29 -0.03

2.
10
Properties=species:S:1:pos:R:3:forces:R:3 method="wB97M-V/def2-TZVPD" e_lumo_ha="0.054 / 0.054" max_force_ev_per_a=5.73 energy_ev=-6907.1151 de_lowest_kcal_mol=98.8 total_charge=-1 homo_lumo_gap_ev="2.66 / 2.66"
H -0.59163 1.90989 -0.32335 0.02 -0.33 0.43
H -3.25040 -0.64015 0.17733 0.35 0.47 0.35
C 0.81930 0.47993 -0.97732 3.19 -3.76 2.92
C -2.39521 -0.21851 0.70975 1.59 -0.99 0.56
C -1.16271 -0.06846 0.38288 -1.95 0.97 -2.48
Rb 3.98087 -1.53254 1.28735 -0.95 0.43 -0.26
O 1.99306 0.64279 -0.45847 -1.25 1.32 -2.05
H 0.75112 -0.51484 -1.48515 0.30 0.34 -0.54
C -0.41747 0.83753 -0.47799 -1.22 1.74 0.85
H 0.27307 -0.89563 1.16497 -0.08 -0.19 0.24

3.
10
Properties=species:S:1:pos:R:3:forces:R:3 method="wB97M-V/def2-TZVPD" e_lumo_ha=0.007 max_force_ev_per_a=11.88 energy_ev=-17090.9467 de_lowest_kcal_mol=96.8 homo_lumo_gap_ev=9.02
H 2.70905 1.94805 -1.14930 -3.02 -3.10 2.44
C -0.47721 0.38247 0.37574 -5.22 0.32 2.09
H 0.76789 -1.46429 -0.14908 -0.35 -0.17 -0.36
H -1.10481 0.87760 -0.41513 0.25 0.04 0.85
C 1.85977 1.20367 -0.50943 -3.57 -1.67 0.05
C 0.80555 0.51654 -0.11836 9.73 6.22 -2.78
C -1.04075 -1.05703 0.23361 1.43 1.18 0.33
H -0.85047 0.91552 1.45193 1.49 -1.55 -2.97
O -0.12000 -1.86937 -0.25870 0.25 -0.86 0.18
S -2.54901 -1.45317 0.53872 -0.99 -0.41 0.16

4.
10
Properties=species:S:1:pos:R:3:forces:R:3 method="wB97M-V/def2-TZVPD" e_lumo_ha=-0.023 max_force_ev_per_a=2.36 energy_ev=-17090.4526 de_lowest_kcal_mol=108.2 homo_lumo_gap_ev=8.22
C 0.38878 0.45515 -0.44720 -0.09 0.54 2.25
H 0.71300 0.69490 -1.42211 1.35 0.34 -0.82
S -3.36281 0.06093 0.68837 1.66 -0.35 -1.26
H 0.42983 1.34168 0.24733 -1.03 -0.55 -1.01
H 2.44271 -0.80155 1.80608 -0.61 0.81 -0.57
O 1.32795 -0.40902 0.27373 0.75 -0.22 0.46
C 1.79583 0.06768 1.40769 0.00 -1.04 -0.66
C -2.02240 -0.15835 -0.14671 -1.53 0.47 1.73
C -0.86389 -0.30569 -0.72113 -0.42 -0.93 -1.91
H -0.84900 -0.94574 -1.68607 -0.07 0.93 1.78